Molecular formula: C33H44N3O3P2Pd
Method: DFT, wB97M-V/def2-TZVPD

Calculated values
2S+1: 5
Gap between HOMO and LUMO (spin up / spin down): 0.3009 / 0.2192 hartree
Energy above the lowest of the compared OMol25 structures with the same formula, charge and spin: 7.3 kcal per mole
Charge: +1
Calculated total energy: -2484.0288 Ha

```
86
C33H44N3O3P2Pd | the Open Molecules 2025 dataset | wB97M-V/def2-TZVPD
Pd 0.5818 0.1400 -0.4443
P 0.3294 1.8970 1.2932
P 0.1484 -2.2074 -0.8951
O 2.5190 1.2152 -1.2747
O 4.4127 0.2995 -1.6642
O 2.8004 -0.8481 -0.8551
N 3.2850 0.2239 -1.2795
N -0.9259 -0.7486 1.3107
N -3.0543 3.0949 -6.4859
C 1.5107 -3.0147 1.3684
C -2.5478 1.5972 -3.3969
C -0.1399 0.5762 5.1930
C -0.0799 -2.7594 -2.6543
C 1.4134 -3.3436 -0.1207
C -2.5047 2.6388 -5.5918
C 0.2381 1.5875 -3.3470
C 1.1261 -4.8205 -0.3556
C -2.0368 3.1115 0.6131
C -1.3306 -2.1276 -3.2539
C -2.1941 -3.7272 -0.3553
C -1.8184 2.0883 -4.4808
C -0.9714 4.0534 2.6725
C 2.8448 1.0921 2.0070
C 2.1244 2.3583 1.5323
C -0.7062 -0.3268 2.5674
C -3.7225 -3.1334 1.3948
C -2.9478 -2.0447 1.7206
C -3.3487 -4.0135 0.3759
C 2.4757 3.5721 2.3833
C -1.4070 -2.6321 -0.0605
C -1.8791 1.0981 -2.2887
C -0.4246 2.0652 -4.4687
C -0.6241 -0.7179 4.9661
C -0.4879 1.1073 -2.2677
C -0.1284 0.9540 2.7899
C -1.7485 -1.7830 1.0218
C 0.0830 1.0757 6.5785
C -0.8991 -1.1603 3.6990
C 1.1626 -2.3519 -3.4358
C -0.7137 3.4532 1.2952
C -4.1648 -5.2198 0.0553
C 0.1345 1.3750 4.0819
H -3.2649 -1.3599 2.4939
H -1.2083 -2.1831 3.5429
H -1.8650 2.8012 -0.4155
H -0.8793 1.2533 7.0607
H 1.2211 -5.0876 -1.4048
H -0.0601 4.3608 3.1749
H -2.2230 -2.3691 -2.6794
H -4.7406 -5.0611 -0.8578
H -1.9164 -4.3906 -1.1619
H 1.6415 -1.9372 1.5108
H 0.6106 0.3377 7.1801
H 2.6423 0.8983 3.0611
H 2.3646 -3.0698 -0.5878
H -4.6344 -3.3141 1.9441
H 0.5713 2.3470 4.2499
H -0.1575 4.1680 0.6761
H 0.6449 2.0060 6.5842
H 1.8522 -5.4093 0.2006
H -0.1818 -3.8494 -2.6476
H 1.2295 -1.2634 -3.4745
H 2.0134 4.4802 2.0032
H 0.1358 2.4328 -5.3169
H -3.5242 -6.0832 -0.1138
H 3.5558 3.7065 2.3290
H -2.6932 3.9793 0.6094
H -1.5107 3.3554 3.3080
H 2.4512 2.5731 0.5036
H 2.2100 3.4401 3.4285
H -1.4712 -2.4770 -4.2744
H 1.1152 -2.7316 -4.4529
H -3.6260 1.6186 -3.4257
H -2.5424 2.3054 1.1460
H -1.2230 -1.0458 -3.2803
H 1.3195 1.6188 -3.3340
H -1.5920 4.9393 2.5528
H -0.7644 -1.3841 5.8047
H 3.9221 1.1904 1.8824
H 2.5072 0.2193 1.4287
H 2.3731 -3.5188 1.8006
H 2.0665 -2.7425 -2.9722
H -2.4549 0.7024 -1.4568
H 0.1321 -5.0891 -0.0020
H -4.8590 -5.4496 0.8589
H 0.6177 -3.3392 1.9029
```

Here are the Mulliken charges for atoms 1 to 4, given in e:
1 Pd 0.10
2 P 0.99
3 P 1.27
4 O -0.55



Molecular formula: C33H44N4O6SSi2Ti
Method: DFT, wB97M-V/def2-TZVPD

Calculated values
Gap between HOMO and LUMO: 0.2503 hartree
Energy above the lowest of the compared OMol25 structures with the same formula, charge and spin: 0.0 kcal per mole
Charge: 0
Calculated total energy: -3781.1742 Ha

```
91
C33H44N4O6SSi2Ti | the Open Molecules 2025 dataset | wB97M-V/def2-TZVPD
Ti -0.5531 0.6454 -0.3469
S -2.1198 -1.6302 -0.5859
Si -1.1858 0.5701 -2.9108
Si -2.9299 1.5849 -0.6320
O -1.1675 3.3984 1.9892
O -0.7005 0.5030 1.6703
O 2.6071 2.1154 0.1918
O 0.7739 -0.2239 3.1744
O 0.8838 -0.7947 -0.3518
O 0.4363 2.2574 -0.3491
N 2.9206 -1.7925 -0.5909
N -1.1254 -3.7230 0.6867
N -1.9243 -2.0498 2.0355
N 3.4360 -2.8925 -1.2409
C -5.2438 0.8664 -2.2554
C -5.8386 0.3825 -3.4126
C -1.6915 -2.5163 0.8143
C 0.5544 2.1374 2.9175
C -0.6122 -4.4892 1.8122
C 1.1363 3.0763 1.8007
C -2.8911 3.4733 -0.8018
C -0.1917 -3.5232 2.9079
C 2.6818 -4.6792 -2.7790
C 4.0472 0.1076 2.3573
C 3.3342 -0.7764 1.5615
C 1.2745 -2.7777 -1.7276
C 5.1186 0.8098 1.8278
C -5.0485 -0.0589 -4.4628
C 0.2362 0.6880 2.5595
C -3.9384 1.2238 0.9242
C -3.0557 0.4635 -3.1946
C -0.4097 4.1796 4.0336
C 0.0194 4.1373 1.6956
C 3.6949 -0.9247 0.2339
C 5.4655 0.6564 0.4914
C 1.5888 -1.7013 -0.8633
C -0.4313 -0.8349 -3.9425
C -3.6649 -0.0178 -4.3523
C -3.8570 0.9116 -2.1337
C 4.7406 -0.1996 -0.3178
C -0.7478 2.8991 3.2567
C -0.5375 2.1439 -3.7514
C -1.3553 -2.6146 3.2577
C 0.1298 5.0841 2.8974
C 1.4709 2.4182 0.4745
C 2.4385 -3.4737 -1.9393
C 4.8173 -3.2999 -1.1243
H -2.5291 3.9212 0.1263
H 5.2105 -2.9693 -0.1664
H 5.6729 1.4987 2.4514
H -0.5009 5.9599 2.7544
H 1.1531 5.4202 3.0635
H -1.3128 4.5994 4.4734
H 0.1344 -4.0704 3.7918
H 0.2319 -5.0826 1.4614
H -3.3745 1.5359 1.8050
H 0.6378 -2.9007 2.5592
H 3.7454 0.2510 3.3861
H -0.8785 -1.7961 -3.6831
H 1.2328 2.0972 3.7674
H 4.8661 -4.3855 -1.1673
H 1.7659 -4.9458 -3.2999
H 0.3114 4.0038 4.8315
H 0.5462 2.2181 -3.6322
H -0.6275 -0.6530 -5.0028
H -4.8858 1.7694 0.9167
H 5.4304 -2.8786 -1.9229
H 0.6520 -0.9028 -3.8150
H 6.2777 1.2332 0.0705
H -2.1296 -3.1573 3.8071
H -3.0592 -0.3773 -5.1780
H -0.9924 -1.7870 3.8618
H -0.7675 2.1504 -4.8201
H -0.9486 -4.0239 -0.2551
H 3.4582 -4.4910 -3.5216
H 2.4728 -1.2970 1.9572
H -2.1667 -1.0681 2.0554
H -5.5113 -0.4421 -5.3645
H 2.9947 -5.5312 -2.1728
H -0.0747 4.6067 0.7203
H -6.9184 0.3422 -3.4938
H -3.8900 3.8639 -1.0108
H -0.9771 3.0369 -3.3071
H 2.0698 3.5125 2.1524
H -5.8731 1.1992 -1.4362
H -2.2315 3.7834 -1.6127
H -1.5313 2.2795 3.6880
H 0.3078 -2.9549 -2.1630
H 4.9608 -0.2869 -1.3743
H -4.1600 0.1566 1.0080
H -1.3772 -5.1774 2.1858
```

Here are the Mulliken charges for atoms 1 to 4, given in e:
1 Ti -1.05
2 S -0.45
3 Si 1.53
4 Si 1.73



Molecular formula: C33H44N4P2PtSSi2
Method: DFT, wB97M-V/def2-TZVPD

Calculated values
Gap between HOMO and LUMO: 0.2442 hartree
Energy above the lowest of the compared OMol25 structures with the same formula, charge and spin: 78.0 kcal per mole
Charge: 0
Calculated total energy: -3282.1637 Ha

```
87
C33H44N4P2PtSSi2 | the Open Molecules 2025 dataset | wB97M-V/def2-TZVPD
Pt 0.1205 -0.0739 -1.0351
S 0.7721 -0.5935 -3.4283
P 1.3923 1.1393 0.8955
P -0.7025 -1.3574 1.0810
Si -3.0929 -1.9262 -0.6021
Si 1.2373 3.3359 -1.1966
N 0.7698 1.9030 -0.3756
N -1.4732 -0.5405 -4.8583
N -0.0725 1.2152 -5.1807
N -1.6778 -1.0572 -0.1628
C -2.4742 -0.2831 2.8064
C 2.6332 3.0498 2.6965
C 4.2137 0.6548 1.3125
C 5.4564 0.2316 0.8536
C 1.1225 -5.0230 1.7139
C -2.4931 -0.0012 -5.7387
C -0.3472 0.0764 -4.5444
C 4.4642 -0.4838 -1.2112
C 2.9821 3.2650 -1.8650
C -4.5952 -0.8814 -0.2325
C 1.3733 -5.4723 0.4279
C -3.3636 -0.1675 3.8632
C 1.0352 -4.6664 -0.6521
C -1.7714 -1.4751 2.5753
C 0.5171 -3.7900 1.9205
C 0.1246 -2.9891 0.8490
C -3.1159 -2.2807 -2.4387
C 0.4130 -3.4433 -0.4415
C -2.0038 -2.5508 3.4298
C -3.5711 -1.2471 4.7141
C 5.5910 -0.3190 -0.4122
C 0.0196 3.5480 -2.5976
C 3.2333 -0.0475 -0.7504
C 1.2876 4.3605 4.2032
C 0.2618 2.6989 2.8024
C 2.5246 4.0380 3.6674
C -2.8924 -2.4344 4.4930
C 0.3859 -0.1191 1.3585
C -3.2892 -3.5704 0.2710
C 1.0985 4.8452 -0.1067
C 0.1508 3.6939 3.7614
C 1.5069 2.3513 2.2639
C 3.0898 0.5603 0.4950
H -1.6999 -1.3305 -4.2792
H -0.0357 2.6483 -3.2125
H 1.2054 5.1401 4.9511
H -2.3166 0.5492 2.1295
H -3.9839 -2.9013 -2.6903
H 1.4074 -5.6325 2.5641
H 3.6028 2.8566 2.2644
H 0.1377 -2.8429 -1.2945
H -2.3718 -4.1668 0.2190
H -4.7879 -0.8499 0.8454
H -3.2928 -0.7319 -5.8254
H -0.6177 2.1733 2.4497
H 2.3222 -0.1767 -1.3357
H -3.8990 0.7609 4.0227
H -0.6651 1.5927 -5.8998
H 6.3263 0.3288 1.4938
H 1.1929 5.7492 -0.7194
H -4.2732 -1.1664 5.5354
H -2.2105 -2.8151 -2.7560
H 0.1310 4.8780 0.4048
H 3.7045 3.2185 -1.0418
H 3.2147 4.1504 -2.4680
H -4.4486 0.1473 -0.5790
H -3.5330 -3.4205 1.3280
H 0.2904 4.3987 -3.2374
H -5.4881 -1.2879 -0.7245
H 1.8809 4.8706 0.6581
H 4.5418 -0.9537 -2.1850
H 0.8084 1.6562 -4.9849
H -2.0920 0.1754 -6.7381
H -0.8222 3.9558 4.1596
H -4.0998 -4.1526 -0.1806
H 4.1301 1.0261 2.3225
H -0.9806 3.7334 -2.1900
H -2.9173 0.9272 -5.3471
H 0.3934 -3.4374 2.9335
H -1.5209 -3.4998 3.2668
H 1.8359 -6.4389 0.2678
H 3.1349 2.3734 -2.4829
H 6.5646 -0.6341 -0.7675
H -3.0607 -3.2819 5.1468
H -3.2114 -1.3373 -2.9833
H 1.2514 -4.9907 -1.6632
H 3.4109 4.5656 3.9989
```

Here are the Mulliken charges for atoms 1 to 4, given in e:
1 Pt 2.11
2 S -0.44
3 P 1.81
4 P 1.30



Molecular formula: C33H44O11P4RhSi
Method: DFT, wB97M-V/def2-TZVPD

Calculated values
2S+1: 5
Gap between HOMO and LUMO (spin up / spin down): 0.1132 / 0.2630 hartree
Charge: -1
Calculated total energy: -3877.1937 Ha

```
94
C33H44O11P4RhSi | the Open Molecules 2025 dataset | wB97M-V/def2-TZVPD
Rh -0.0161 0.5835 -0.8305
P -1.0755 0.1608 2.2090
P 0.5183 0.3218 -4.1021
P 0.8477 -1.9505 0.9273
P -0.2757 -2.4344 -3.1622
Si 0.3415 4.3881 -3.4125
O -0.8056 -3.8042 -3.8412
O 1.0783 -1.1625 -0.3435
O 1.2243 -2.7886 -2.7337
O -0.6311 1.0722 1.1284
O -0.8660 1.1532 -4.1040
O -1.1692 -1.7705 -2.1884
O 0.6240 -1.9186 -5.6826
O 1.5045 0.7696 -5.1428
O 0.2566 3.4400 -0.2746
O -0.1872 3.1127 -2.5087
O 1.0066 0.3356 -2.5978
C 0.3857 -6.3723 -0.1248
C -0.4550 -4.1568 0.0335
C -0.1914 -1.3100 -4.6674
C -0.7149 -1.5882 1.7268
C 2.1363 3.9749 -3.8760
C 0.7855 1.2694 4.0025
C 1.6687 -5.8645 0.1476
C -1.8750 2.6912 -1.0267
C -0.2538 0.3511 3.8603
C -3.3352 1.6085 3.0423
C 3.3682 -1.1300 1.7204
C 4.3786 -1.8497 3.8524
C -0.6738 4.3504 -5.1021
C 1.4402 1.3350 5.2086
C 1.0684 0.4559 6.2691
C 4.3912 -1.0724 2.6426
C -4.6992 1.7194 3.1695
C 0.0184 6.0474 -2.3798
C -4.9765 -0.6822 2.9135
C -0.0325 -0.4087 6.0930
C 1.6884 3.5552 -0.4445
C -0.6928 -5.5042 -0.1071
C 2.2736 -1.9354 2.0201
C 2.2247 -2.7564 3.1881
C -2.7827 0.3287 2.7335
C 0.7830 -3.6522 0.3918
C -0.3602 2.6414 -1.1645
C 1.8983 -4.5062 0.4026
C 3.3049 -2.7148 4.0631
C -5.5197 0.5815 3.1063
C -1.6074 -1.1979 -5.2001
C -0.7697 -0.4241 4.8707
C -3.5919 -0.8514 2.8258
H 2.8595 4.3463 -3.1598
H -1.7415 4.1191 -4.9088
H -2.3417 -1.1167 -4.4540
H 1.3513 -3.3181 3.4138
H -1.7754 -0.3260 -5.8408
H 2.9018 -4.1999 0.7465
H -0.2746 3.5528 -5.7223
H -2.6480 2.4244 3.1759
H 1.3725 -2.2718 -1.9111
H 2.2637 4.5194 -4.8283
H -0.8655 2.0351 -3.6693
H 1.5703 0.5671 7.2162
H -2.2215 3.7263 -1.1036
H -3.1108 -1.8086 2.8465
H -0.7861 6.1567 -1.6453
H -0.6038 5.2798 -5.6253
H -2.1824 2.3450 -0.0485
H -1.2861 -3.4838 -0.1819
H 1.9938 4.2454 -1.2511
H 3.2793 -3.3748 4.9201
H -1.7353 -5.8316 -0.1757
H 2.4894 -6.6191 0.2210
H -5.6401 -1.5606 2.8759
H 2.0609 2.5691 -0.7364
H -1.4832 -1.8773 1.0554
H 3.4882 -0.4747 0.8452
H 5.1867 -1.8274 4.5603
H 0.2817 -7.4190 -0.2717
H 5.1959 -0.3577 2.4722
H 2.0992 2.1375 5.3880
H -0.4621 -0.9770 6.9139
H -5.2365 2.6477 3.4630
H 1.5572 -1.4543 -5.7121
H 2.3153 2.9147 -4.1097
H -1.7470 -0.8707 4.8819
H -6.5803 0.6577 3.2789
H -0.1191 -4.3816 -4.1937
H 2.0543 3.8487 0.5565
H -0.8275 -2.2173 2.5730
H -0.1282 6.8631 -3.1580
H 1.0458 1.9539 3.1780
H 0.9177 6.4232 -1.8176
H -2.3106 2.0543 -1.7708
H -1.8345 -2.0605 -5.8174
```

Here are the Mulliken charges for atoms 1 to 4, given in e:
1 Rh 0.85
2 P -0.58
3 P 0.69
4 P 1.93



Molecular formula: C33H45Cl3N3O3PdSSe2Si2
Method: DFT, wB97M-V/def2-TZVPD

Calculated values
Gap between HOMO and LUMO: 0.2106 hartree
Energy above the lowest of the compared OMol25 structures with the same formula, charge and spin: 12.9 kcal per mole
Charge: -1
Calculated total energy: -8963.1561 Ha

```
93
C33H45Cl3N3O3PdSSe2Si2 | the Open Molecules 2025 dataset | wB97M-V/def2-TZVPD
Pd 0.5792 -1.5864 2.3868
Se -0.9426 -3.4129 2.9845
Se -1.2470 -0.1372 1.6595
Cl -4.5793 3.1935 -8.6311
Cl -1.2409 -0.7430 -7.1620
Cl 0.6988 2.3423 -6.2539
S -0.8022 4.8778 -5.8838
Si 2.2499 1.3583 2.9058
Si 2.7543 -0.5308 0.3764
O -1.6027 -2.3987 5.9974
O -1.4225 1.0860 -3.1270
O -4.3564 -2.0728 5.7297
N -1.5172 -1.7887 -2.9559
N -0.5045 -2.5042 -1.1268
N 2.3250 -2.4387 3.1002
C -1.5852 0.2774 -4.2730
C -1.6112 -1.2193 5.1919
C 3.9501 2.0277 3.4179
C -3.7366 2.3349 -7.3747
C -0.2921 1.9491 -3.1536
C -2.3492 0.9828 -5.3731
C -2.3364 -0.9671 -3.8051
C -2.2422 0.6094 -6.7070
C 4.4564 0.1969 -0.0444
C -4.0575 -1.0869 4.7532
C 2.3447 -0.3379 2.1753
C 1.5316 0.3133 -0.7772
C -2.9204 1.2741 -7.7170
C 3.0939 -1.3551 2.9288
C -3.8919 2.7248 -6.0547
C -0.0062 -3.1774 -2.2139
C 4.4140 -1.3649 3.3936
C -1.5586 5.2498 -4.3913
C -0.5672 3.1891 -3.9528
C -2.4780 -0.0193 3.1939
C -0.6093 -2.7448 -3.3596
C -0.2055 3.4022 -5.2474
C -2.6802 -1.2526 4.0919
C 2.8825 -2.3539 -0.0717
C 1.2048 1.3823 4.4631
C -3.1990 2.0419 -5.0707
C -1.4085 -1.6947 -1.6033
C 4.9001 -2.5100 3.9966
C 4.0801 -3.6233 4.1467
C 2.7785 -3.5388 3.6866
C 1.5502 2.6045 1.6903
C -2.6851 -2.5644 3.2902
C -1.3537 4.2777 -3.4667
H 0.5970 2.2586 1.2879
H -3.5069 -2.3849 6.0838
H -4.5378 3.5548 -5.8060
H 0.1764 1.1093 4.2207
H -2.6873 -1.5491 -4.6584
H 3.7238 -2.8282 0.4428
H 1.4983 -0.2272 -1.7282
H -3.1495 -2.3793 2.3209
H -0.6262 -1.0642 4.7454
H 0.5236 0.3134 -0.3611
H -2.8079 0.9685 -8.7468
H -2.1781 0.8297 3.8130
H -4.8380 -1.1406 3.9867
H 3.8608 3.0736 3.7262
H 3.0404 -2.4572 -1.1496
H -1.9949 -1.0031 -1.0163
H 5.0395 -0.4949 3.2547
H -3.4340 0.2414 2.7324
H 4.3652 1.4749 4.2638
H -1.7436 4.3132 -2.4589
H -4.1053 -0.0841 5.2040
H -0.6037 -0.0270 -4.6517
H 2.0673 -4.3500 3.7932
H 1.2050 2.3736 4.9260
H 4.4700 1.2827 0.0871
H 2.2419 2.7893 0.8641
H -3.2795 -3.3099 3.8173
H 1.5794 0.6636 5.1976
H 1.8287 1.3461 -0.9751
H 4.6677 1.9819 2.5940
H 1.9669 -2.8894 0.1875
H -0.0920 2.2036 -2.1134
H 0.5793 1.4161 -3.5429
H 1.3833 3.5551 2.2057
H 5.9253 -2.5409 4.3470
H -1.8168 -0.3822 5.8658
H 5.2373 -0.2280 0.5928
H -3.2060 -0.6346 -3.2347
H -2.1039 6.1723 -4.2778
H -1.2203 -3.0829 5.4113
H -3.2875 2.3463 -4.0362
H 4.4373 -4.5311 4.6120
H 0.7692 -3.9190 -2.1097
H -0.4934 -3.0148 -4.3962
H 4.7244 -0.0174 -1.0833
```

Here are the Mulliken charges for atoms 1 to 4, given in e:
1 Pd 0.13
2 Se -0.46
3 Se -0.37
4 Cl -0.24